1.
23
Properties=species:S:1:pos:R:3:mulliken_charge:R:1 method="wB97M-V/def2-TZVPD" orbital_gap_ev="5.85 / 6.11" lumo_energy_ev="-6.28 / -6.36" energy_ev=-375464.8407 spin_multiplicity=2 e_above_lowest_kcal_mol=17.5 total_charge=+1
Ir -0.522 -0.639 0.716 1.34
Se -0.607 1.681 1.162 0.02
Se -2.646 2.308 0.798 0.01
Se -2.656 -1.334 1.918 -0.13
Se -0.778 -1.199 3.079 -0.05
Cl 2.122 -1.369 -2.162 -0.26
Ge 1.621 -1.162 -0.097 0.51
Cl -0.044 -2.941 0.114 -0.41
Cl 3.277 -1.953 0.963 -0.23
O -1.181 -0.196 -1.283 -0.61
S -1.909 -1.270 -2.130 0.50
C -3.381 -0.432 -2.744 -0.66
C -3.504 -0.869 -4.197 -0.62
C -2.098 -0.765 -4.798 -0.73
C -1.093 -1.263 -3.751 -0.44
H -3.174 0.635 -2.641 0.31
H -4.226 -0.709 -2.117 0.43
H -4.217 -0.235 -4.721 0.35
H -3.875 -1.894 -4.255 0.32
H -1.878 0.270 -5.058 0.32
H -2.018 -1.354 -5.709 0.33
H -0.224 -0.620 -3.623 0.30
H -0.747 -2.279 -3.931 0.43

2.
17
Properties=species:S:1:pos:R:3:mulliken_charge:R:1 method="wB97M-V/def2-TZVPD" orbital_gap_ev=8.89 lumo_energy_ev=-5.39 energy_ev=-23977.4709 e_above_lowest_kcal_mol=35.4 total_charge=+1
C 1.559 -0.724 0.152 0.58
C -1.105 1.350 -0.379 -0.09
C -0.180 -1.464 -1.320 -0.90
C -0.379 0.558 1.827 -1.12
N 0.326 -0.594 -0.207 0.19
N -0.553 0.231 0.385 -0.02
N -0.553 1.881 -1.338 -0.47
F 2.098 -1.878 -0.148 -0.16
Cl 2.596 0.504 0.758 0.03
H -2.113 1.833 -0.293 0.41
H -0.343 -1.051 -2.338 0.31
H 0.463 -2.288 -1.418 0.41
H -1.221 -1.761 -0.943 0.34
H 0.054 -0.324 2.336 0.43
H 0.280 1.371 2.139 0.41
H -1.373 0.681 2.201 0.37
H 0.442 1.674 -1.414 0.27

3.
16
Properties=species:S:1:pos:R:3:mulliken_charge:R:1 method="wB97M-V/def2-TZVPD" orbital_gap_ev=9.42 lumo_energy_ev=0.51 energy_ev=-21263.1451 e_above_lowest_kcal_mol=168.5
C 2.167 -0.438 1.009 -0.52
C 0.005 -0.563 0.340 0.42
C 0.067 0.294 -0.839 0.11
C 0.133 1.687 -1.043 -0.44
H 2.582 -0.084 2.037 0.28
H 2.787 -1.507 0.494 0.21
H 1.922 0.474 -0.026 0.23
H -1.562 -1.880 0.905 0.27
H -2.834 -0.189 -0.836 0.30
H -2.659 0.282 1.103 0.26
H 0.350 2.580 -0.297 0.27
H -0.084 2.041 -2.193 0.21
N 0.740 -1.014 1.348 -0.60
N -1.299 -1.109 0.211 -0.33
N -2.196 0.207 0.121 -0.48
Cl -0.120 -0.781 -2.334 -0.18

4.
15
Properties=species:S:1:pos:R:3:mulliken_charge:R:1 method="wB97M-V/def2-TZVPD" orbital_gap_ev="9.64 / 7.53" lumo_energy_ev="0.45 / -0.43" energy_ev=-20332.5599 e_above_lowest_kcal_mol=119.7
C 0.214 -1.159 0.666 -1.01
C -1.819 -0.152 -0.547 -1.30
C 3.116 0.826 -0.649 -0.47
C -0.320 -0.229 -0.334 0.66
N 0.483 0.560 -0.937 0.17
O 0.409 1.550 -1.718 -0.50
Cl 3.771 0.357 0.813 -0.13
H 0.471 -2.057 0.126 0.26
H 1.135 -0.853 1.124 0.25
H -0.558 -1.502 1.393 0.32
H -1.972 0.692 0.064 0.33
H -2.442 -0.989 -0.459 0.40
H -2.012 0.205 -1.528 0.39
H 2.594 1.765 -0.721 0.35
H 3.310 0.070 -1.541 0.29

5.
15
Properties=species:S:1:pos:R:3:mulliken_charge:R:1 method="wB97M-V/def2-TZVPD" orbital_gap_ev=9.12 lumo_energy_ev=0.68 energy_ev=-20334.7557 e_above_lowest_kcal_mol=69.1
C 0.674 -0.601 -0.763 -0.98
C 0.095 0.943 -0.432 0.48
C 2.305 -0.231 0.769 0.11
C -1.249 0.623 0.095 -1.29
N 1.352 -1.029 0.401 -0.20
O 0.964 1.446 0.453 -0.71
Cl 3.571 0.208 -0.249 -0.11
H -0.097 -1.270 -1.034 0.45
H 1.372 -0.407 -1.573 0.32
H 0.054 1.458 -1.399 0.35
H 2.499 -0.261 1.885 0.29
H -1.612 1.646 0.023 0.30
H -1.076 0.266 1.100 0.32
H -1.943 0.016 -0.436 0.37
H 0.909 -1.332 1.258 0.32

6.
15
Properties=species:S:1:pos:R:3:mulliken_charge:R:1 method="wB97M-V/def2-TZVPD" orbital_gap_ev=8.19 lumo_energy_ev=0.03 energy_ev=-26165.0218 e_above_lowest_kcal_mol=64.7
C -1.768 1.248 -1.294 -0.63
C -0.708 1.500 -0.541 -0.22
C 1.215 -1.055 -0.973 -0.02
C 0.123 -0.589 2.499 -1.12
N 0.386 -1.552 -1.766 -0.48
Si 0.715 0.478 0.021 0.56
Cl 2.364 1.525 0.383 -0.26
H -2.723 1.695 -1.283 0.26
H -1.803 0.409 -2.029 0.24
H -1.051 2.332 0.057 0.27
H 2.357 -1.312 -0.696 0.22
H -0.752 -0.208 2.834 0.35
H 0.028 -1.655 2.099 0.27
H 0.952 -0.478 3.122 0.33
H 0.665 -2.338 -2.433 0.22

7.
18
Properties=species:S:1:pos:R:3:mulliken_charge:R:1 method="wB97M-V/def2-TZVPD" orbital_gap_ev="7.58 / 3.70" lumo_energy_ev="-13.62 / -16.60" energy_ev=-113778.4807 spin_multiplicity=5 e_above_lowest_kcal_mol=0.0 total_charge=+3
Ni -0.819 -4.321 2.933 0.82
Ni -0.025 0.397 4.067 1.14
Cl -0.043 -2.063 3.809 -0.22
C 1.124 0.709 -1.404 -0.57
C 0.008 -0.245 -1.808 -0.60
C -0.625 -0.778 -0.565 -0.57
S -0.678 0.653 0.581 1.07
O -0.120 0.401 1.890 -0.35
O -1.999 1.224 0.470 -0.29
C 0.515 1.697 -0.405 -0.57
H 1.653 1.171 -2.242 0.39
H 1.885 0.098 -0.907 0.32
H 0.339 -1.060 -2.464 0.38
H -0.743 0.270 -2.415 0.35
H -0.009 -1.551 -0.091 0.38
H -1.623 -1.209 -0.666 0.46
H 1.274 2.215 0.181 0.42
H -0.115 2.393 -0.964 0.43

8.
14
Properties=species:S:1:pos:R:3:mulliken_charge:R:1 method="wB97M-V/def2-TZVPD" orbital_gap_ev="6.94 / 10.00" lumo_energy_ev="-4.26 / -4.23" energy_ev=-34734.5642 spin_multiplicity=6 e_above_lowest_kcal_mol=4.4 total_charge=+1
H -0.609 1.452 -0.656 0.38
C -1.749 1.230 -0.168 -0.92
C -2.727 -0.018 -0.159 -0.31
C -1.747 -0.265 -1.167 -0.10
C -1.746 -0.111 -2.655 -0.40
O -0.706 0.730 -3.000 -0.89
Cr -0.358 1.932 -4.325 0.89
H -1.763 1.720 0.806 0.43
H -2.068 1.689 -1.109 0.31
H -3.724 0.240 -0.519 0.25
H -2.669 -0.586 0.769 0.31
H -0.797 -0.671 -0.798 0.45
H -2.755 0.230 -2.953 0.29
H -1.611 -1.167 -2.980 0.31

9.
17
Properties=species:S:1:pos:R:3:mulliken_charge:R:1 method="wB97M-V/def2-TZVPD" orbital_gap_ev="7.89 / 8.66" lumo_energy_ev="0.83 / -2.29" energy_ev=-14732.4953 spin_multiplicity=3 e_above_lowest_kcal_mol=8.9
C -0.223 0.768 1.134 -1.40
C -0.205 -0.037 -1.404 -1.45
C 0.682 -1.366 0.368 -1.19
C -0.401 -0.359 0.138 1.57
N 0.542 -3.295 1.623 -0.63
N 0.638 -2.044 1.682 1.12
O 0.860 -1.428 2.720 -0.57
F -1.570 -1.053 0.377 -0.37
F 0.619 -3.924 2.804 -0.12
H -0.062 0.471 2.105 0.46
H -1.191 1.406 1.114 0.30
H 0.679 1.434 0.899 0.30
H 0.347 0.909 -1.602 0.33
H 0.247 -0.800 -2.059 0.37
H -1.205 0.196 -1.883 0.37
H 1.581 -0.816 0.400 0.39
H 0.732 -2.093 -0.451 0.53

10.
17
Properties=species:S:1:pos:R:3:mulliken_charge:R:1 method="wB97M-V/def2-TZVPD" orbital_gap_ev=9.66 lumo_energy_ev=-4.44 energy_ev=-14173.0272 e_above_lowest_kcal_mol=71.1 total_charge=+1
C -0.034 0.020 -0.169 0.17
C -1.896 -0.359 1.435 -1.27
C 1.943 1.311 -0.690 -0.88
C -1.519 -0.129 -0.017 1.07
N 1.329 -2.072 -0.654 -0.17
N 0.977 -1.537 0.322 -0.04
N 0.533 1.085 -0.544 -0.09
F -2.112 0.993 -0.524 -0.32
F -1.937 -1.145 -0.805 -0.26
H -2.960 -0.150 1.558 0.38
H -1.329 0.294 2.096 0.36
H -1.697 -1.398 1.690 0.37
H 2.189 1.366 -1.752 0.34
H 2.512 0.510 -0.224 0.37
H 2.212 2.264 -0.233 0.32
H 1.843 -2.946 -0.690 0.32
H -0.054 1.893 -0.800 0.35

11.
17
Properties=species:S:1:pos:R:3:mulliken_charge:R:1 method="wB97M-V/def2-TZVPD" orbital_gap_ev=9.01 lumo_energy_ev=-0.10 energy_ev=-23765.0829 e_above_lowest_kcal_mol=9.6
C 1.230 -1.878 -0.802 -1.43
C -0.029 1.348 1.801 -0.98
C 1.160 -0.634 0.009 0.48
C 2.308 0.224 -0.054 0.64
O -2.039 1.192 -1.455 -0.60
F 2.193 1.186 -0.988 -0.25
F 2.645 0.960 1.069 -0.27
F 3.429 -0.455 -0.413 -0.29
P -0.282 -0.291 0.903 0.04
H 0.340 -1.967 -1.318 0.39
H 2.053 -1.938 -1.456 0.38
H 1.303 -2.846 -0.287 0.30
H -0.991 1.885 1.856 0.33
H 0.726 1.972 1.231 0.30
H 0.223 0.983 2.686 0.34
H -2.197 2.171 -1.426 0.31
H -2.878 0.880 -1.860 0.30

12.
21
Properties=species:S:1:pos:R:3:mulliken_charge:R:1 method="wB97M-V/def2-TZVPD" orbital_gap_ev=7.94 lumo_energy_ev=-0.95 energy_ev=-53685.0358 e_above_lowest_kcal_mol=0.0
C 1.743 -2.105 0.003 -1.06
S 1.788 -0.344 0.276 1.44
O 2.878 0.173 -0.491 -0.71
O 1.911 -0.069 1.654 -0.64
C 0.340 0.450 -0.476 -0.62
N 0.399 1.887 -0.428 -0.01
C -0.663 2.443 -0.805 -0.02
S -1.911 1.302 -1.222 -0.06
C -1.068 0.175 -0.027 -0.08
P -1.679 -1.576 0.050 0.27
O -2.679 -1.462 1.338 -0.48
I -3.260 -1.818 -1.814 -0.08
H 0.824 -2.463 -0.430 0.35
H 2.546 -2.310 -0.685 0.39
H 1.951 -2.554 0.961 0.34
H 0.432 0.211 -1.540 0.26
H 1.203 2.396 -0.076 0.30
H -0.814 3.500 -0.843 0.44
H -1.238 0.666 0.943 0.33
H -2.263 -0.831 1.958 0.41
F -0.439 2.328 1.653 -0.79

13.
15
Properties=species:S:1:pos:R:3:mulliken_charge:R:1 method="wB97M-V/def2-TZVPD" orbital_gap_ev="7.24 / 7.24" lumo_energy_ev="-1.67 / -1.67" energy_ev=-17141.1617 e_above_lowest_kcal_mol=35.4
C -0.340 -1.576 -1.173 -1.08
C 0.071 1.568 1.113 -1.07
C -0.425 -0.603 0.036 0.30
C 0.305 0.707 -0.041 0.27
O -0.051 -1.193 1.241 -0.55
F 0.207 1.295 -1.291 -0.25
I 3.166 -0.071 0.167 -0.23
H 0.253 -0.971 -1.869 0.35
H 0.096 -2.584 -0.965 0.31
H -1.418 -1.771 -1.504 0.25
H -1.113 1.680 1.215 0.31
H 0.630 2.486 0.975 0.36
H 0.279 1.100 2.061 0.32
H -1.380 -0.215 0.300 0.36
H 0.797 -1.801 1.213 0.34

14.
14
Properties=species:S:1:pos:R:3:mulliken_charge:R:1 method="wB97M-V/def2-TZVPD" orbital_gap_ev=11.51 lumo_energy_ev=0.78 energy_ev=-8484.2085 e_above_lowest_kcal_mol=19.1
C 1.391 0.883 1.107 0.44
C 1.402 2.280 1.092 -0.75
C -1.063 -1.594 -0.122 -0.62
C -0.935 -1.221 -1.584 -0.14
N 1.379 -0.271 1.173 -0.52
F -1.296 0.096 -1.656 -0.29
H 1.069 2.677 2.124 0.25
H 2.355 2.715 0.760 0.28
H 0.619 2.587 0.391 0.24
H -0.189 -1.109 0.458 0.09
H -2.016 -1.110 0.345 0.23
H -1.165 -2.728 0.059 0.30
H 0.051 -1.386 -1.923 0.23
H -1.602 -1.820 -2.224 0.26

15.
14
Properties=species:S:1:pos:R:3:mulliken_charge:R:1 method="wB97M-V/def2-TZVPD" orbital_gap_ev=10.15 lumo_energy_ev=1.12 energy_ev=-8483.6338 e_above_lowest_kcal_mol=32.4
C -1.156 -1.199 0.084 -1.34
C 0.056 -0.369 0.415 0.87
C -0.128 1.020 0.742 -0.82
C 0.430 0.689 -0.665 -0.13
H -1.540 -0.888 -0.866 0.35
H -1.878 -1.257 0.924 0.27
H -0.762 -2.194 -0.053 0.40
H 1.434 -1.887 0.860 0.24
H 1.967 -0.334 1.208 0.26
H 0.354 1.708 1.433 0.26
H -1.137 1.424 0.582 0.26
H 1.470 1.051 -0.816 0.33
N 1.151 -1.013 1.231 -0.65
F -0.353 0.958 -1.705 -0.30